(1)
10
Properties=species:S:1:pos:R:3 method="wB97M-V/def2-TZVPD" e_above_lowest_ev=2.4948 charge=-2 gap_ha=0.1708
C -0.69 -1.57 0.79
O 3.09 -1.82 2.34
O 1.11 -3.26 3.04
O 1.09 -0.76 3.63
O 1.32 -2.61 -0.72
P 1.72 -1.93 2.93
S 0.15 -1.61 -0.85
H -1.47 -2.33 0.91
H -1.19 -0.64 0.86
H 0.25 -1.80 1.45



(2)
17
Properties=species:S:1:pos:R:3 method="wB97M-V/def2-TZVPD" e_above_lowest_ev=0.0074 smiles="C/C=C/C=C=[N+]=PC" charge=+1 gap_ha="0.2563 / 0.2563"
C -3.99 0.58 -0.41
C -2.68 0.13 0.22
C -1.43 0.34 -0.28
C -0.30 -0.21 0.46
C 0.98 0.01 0.28
N 2.12 -0.04 -0.13
P 3.47 0.28 -0.79
C 4.77 -0.59 0.19
H -4.78 0.32 0.30
H -4.05 1.63 -0.61
H -4.20 0.16 -1.39
H -2.74 -0.26 1.19
H -1.19 0.79 -1.26
H -0.83 -0.65 1.36
H 4.78 -0.34 1.20
H 5.76 -0.52 -0.30
H 4.32 -1.62 -0.02



(3)
2
Properties=species:S:1:pos:R:3 method="wB97M-V/def2-TZVPD" e_above_lowest_ev=0.0697 gap_ha=0.2112
S 0.00 0.00 0.98
S 0.00 0.00 -0.98



(4)
121
Properties=species:S:1:pos:R:3 method="wB97M-V/def2-TZVPD" smiles="COP(=O)(OC)OC.COP(=O)(OC)OC.COP(=O)(OC)OC.COP(=O)(OC)OC.COP(=O)(OC)OC.CCO.CCO.CCO.CCO" gap_ha=0.3543
C 0.34 -2.34 -6.51
O 0.23 -1.49 -5.39
P 1.44 -0.49 -4.97
O 2.82 -1.02 -5.15
O 1.15 0.87 -5.88
C 2.14 1.86 -6.14
O 1.02 -0.07 -3.48
C -0.16 0.59 -3.14
H 1.15 -2.10 -7.20
H -0.53 -2.25 -7.16
H 0.40 -3.38 -6.19
H 2.17 2.19 -7.18
H 3.17 1.58 -5.88
H 1.82 2.69 -5.50
H -0.80 -0.15 -2.65
H -0.70 0.90 -4.04
H 0.09 1.39 -2.45
C 0.60 1.93 8.08
O 1.03 2.55 6.89
P 1.59 1.60 5.70
O 2.43 0.41 6.13
O 2.33 2.67 4.75
C 2.85 2.34 3.47
O 0.21 1.24 4.89
C -0.62 0.19 5.40
H 1.14 2.39 8.91
H 0.87 0.88 8.15
H -0.48 2.00 8.20
H 2.03 2.31 2.75
H 3.35 1.37 3.47
H 3.62 3.08 3.25
H -0.36 -0.76 4.94
H -1.65 0.34 5.08
H -0.61 0.08 6.48
C -2.06 -3.03 -2.36
O -0.67 -3.01 -2.24
P 0.22 -4.38 -2.14
O -0.32 -5.48 -1.28
O 1.64 -3.82 -1.59
C 2.54 -2.99 -2.39
O 0.53 -4.72 -3.67
C -0.38 -5.67 -4.31
H -2.22 -2.82 -3.41
H -2.52 -2.20 -1.84
H -2.55 -4.00 -2.22
H 2.27 -1.93 -2.36
H 2.41 -3.23 -3.44
H 3.58 -3.09 -2.06
H 0.05 -6.38 -5.02
H -1.13 -5.06 -4.82
H -0.81 -6.34 -3.58
C 3.84 -1.83 0.81
O 4.89 -0.87 0.56
P 4.59 0.47 -0.29
O 3.33 1.16 0.10
O 5.92 1.33 -0.29
C 6.29 2.27 0.70
O 4.50 -0.08 -1.80
C 4.45 0.88 -2.85
H 2.86 -1.41 0.60
H 3.96 -2.12 1.86
H 4.04 -2.71 0.20
H 6.44 3.28 0.32
H 7.23 1.99 1.17
H 5.55 2.43 1.48
H 4.93 1.81 -2.53
H 3.43 1.11 -3.17
H 4.92 0.64 -3.81
C -3.80 0.83 3.05
O -4.32 0.79 1.77
P -4.96 -0.67 1.30
O -4.07 -1.87 1.40
O -6.38 -0.88 2.06
C -7.45 0.07 1.91
O -5.46 -0.40 -0.22
C -5.92 -1.50 -1.05
H -4.42 1.46 3.68
H -2.80 1.28 3.00
H -3.70 -0.18 3.47
H -7.90 0.14 2.90
H -8.18 -0.26 1.17
H -7.21 1.08 1.57
H -5.80 -2.51 -0.66
H -5.50 -1.43 -2.05
H -7.00 -1.43 -1.18
C -2.72 4.53 -0.94
C -1.95 3.34 -0.38
O -0.58 3.48 -0.58
H -2.12 5.43 -0.81
H -3.75 4.64 -0.60
H -2.78 4.55 -2.03
H -2.29 2.41 -0.85
H -2.10 3.29 0.69
H -0.08 2.76 -0.19
C -2.92 -4.47 3.62
C -1.75 -3.90 2.86
O -1.73 -2.54 2.76
H -3.94 -4.21 3.36
H -2.86 -4.33 4.70
H -2.83 -5.52 3.37
H -1.94 -4.25 1.84
H -0.78 -4.31 3.16
H -2.45 -2.31 2.17
C 2.68 4.46 0.73
C 2.34 5.07 -0.60
O 1.11 5.67 -0.46
H 1.90 3.71 0.91
H 2.61 5.24 1.48
H 3.65 3.98 0.83
H 2.39 4.36 -1.43
H 3.14 5.79 -0.76
H 0.46 4.97 -0.34
C -1.20 -0.18 0.28
C 0.31 -0.15 0.49
O 0.78 1.16 0.43
H -1.51 0.32 -0.64
H -1.74 0.31 1.09
H -1.51 -1.22 0.28
H 0.74 -0.84 -0.23
H 0.68 -0.62 1.40
H 1.73 1.21 0.27



(5)
17
Properties=species:S:1:pos:R:3 method="wB97M-V/def2-TZVPD" e_above_lowest_ev=4.1294 gap_ha=0.3414
C 0.98 1.67 0.80
C 0.99 0.37 0.00
O 1.66 -0.66 0.69
C -0.41 -0.09 -0.39
C -0.41 -1.37 -1.23
C -2.39 -0.51 0.95
O -1.11 -0.36 0.88
H 2.01 1.93 1.07
H 0.56 2.50 0.22
H 0.40 1.56 1.72
H 1.55 0.52 -0.93
H 1.14 -0.84 1.49
H -0.96 0.72 -0.88
H -1.23 -1.38 -1.95
H 0.53 -1.48 -1.76
H -0.53 -2.24 -0.58
H -2.78 -0.36 -0.10



(6)
81
Properties=species:S:1:pos:R:3 method="wB97M-V/def2-TZVPD" e_above_lowest_ev=0.0000 s_squared=9.345 multiplicity=6 charge=+1 gap_ha="0.2395 / 0.2463"
Dy -0.07 -0.32 1.75
C -0.90 -2.51 2.76
C 0.41 -2.82 2.27
C 0.64 -1.28 3.98
C -0.76 -1.57 3.82
C 1.36 -2.05 3.01
C -2.17 -3.07 2.23
H -2.07 -3.42 1.20
H -2.98 -2.33 2.25
H -2.50 -3.93 2.83
C -1.87 -0.92 4.59
H -2.85 -1.23 4.20
H -1.83 0.18 4.57
H -1.82 -1.22 5.64
C 1.24 -0.35 4.98
H 1.37 -0.86 5.94
H 0.61 0.54 5.17
H 2.23 0.02 4.66
C 2.83 -2.06 2.82
H 3.31 -2.72 3.54
H 3.27 -1.06 2.95
H 3.11 -2.41 1.82
C 0.75 -3.80 1.20
H 1.00 -4.80 1.61
H 1.61 -3.47 0.61
H -0.10 -3.94 0.51
C -1.74 0.81 -5.00
C -1.83 -0.53 -5.06
C -1.02 -1.45 -5.93
C 0.39 -0.95 -6.35
C 1.27 -0.49 -5.23
C 1.32 0.74 -4.70
C 0.55 1.94 -5.16
C -0.83 1.68 -5.80
H -1.58 -1.68 -6.85
H 0.29 -0.20 -7.14
H -0.91 -2.41 -5.41
H -0.69 1.30 -6.82
H -2.46 1.36 -4.38
H -2.64 -1.03 -4.53
H -1.32 2.66 -5.90
H 0.42 2.61 -4.30
H 2.09 0.96 -3.95
H 1.15 2.51 -5.89
H 0.89 -1.82 -6.82
H 1.99 -1.25 -4.90
P -1.33 -0.40 -0.69
C -2.83 0.59 -1.06
C -1.54 -1.69 -1.95
P 1.63 0.20 -0.37
C 0.12 0.55 -1.43
C 2.61 -0.80 -1.53
C 2.63 1.74 -0.38
H -2.90 1.46 -0.40
H -3.71 -0.03 -0.87
H -2.85 0.93 -2.11
H -1.60 -1.21 -2.94
H -2.46 -2.25 -1.77
H -0.69 -2.39 -1.97
H 2.81 2.08 -1.41
H 3.60 1.53 0.09
H 2.14 2.54 0.19
H -0.09 1.62 -1.49
H 0.31 0.18 -2.45
H 3.62 -0.94 -1.13
H 2.67 -0.30 -2.50
H 2.14 -1.79 -1.68
C -0.89 1.94 2.17
C -0.50 2.68 3.37
C -1.43 3.05 4.38
C -1.02 3.77 5.49
C 0.33 4.13 5.64
C 1.27 3.75 4.67
C 0.86 3.06 3.53
H -1.97 1.86 2.04
H -0.40 2.33 1.26
H -2.49 2.79 4.23
H -1.75 4.08 6.25
H 0.65 4.71 6.50
H 2.32 4.03 4.78
H 1.57 2.81 2.74